1.
Below is 5 unconnected molecules or ions with the total composition C26H60BO19P5 in a non-equilibrium geometry, with properties calculated with ωB97M-V with the def2-TZVPD basis set.

## Properties
Spin multiplicity: 1
E_tot, eV: -113967.40270
HOMO energy, eV: -9.142
Structure (SMILES): CCOP(=O)(CCBCCc1ccccc1)OCC.COP(=O)(OC)OC.COP(=O)(OC)OC.COP(=O)(OC)OC.COP(=O)(OC)OC
Gap between HOMO and LUMO, eV: 9.45

Geometry (Å):
C1 8.386 -1.766 1.773
C2 6.844 -1.489 1.450
O1 6.716 -1.571 0.013
P1 5.263 -0.968 -0.555
O2 5.582 -0.255 -1.833
C3 4.222 -2.455 -1.035
C4 2.686 -2.233 -0.691
B1 1.976 -3.564 -0.138
C5 0.424 -3.846 -0.477
C6 -0.430 -3.352 0.765
C7 -1.069 -1.949 0.591
C8 -0.540 -0.873 -0.225
C9 -1.170 0.454 -0.315
C10 -2.383 0.717 0.443
C11 -2.934 -0.365 1.241
C12 -2.316 -1.670 1.326
O3 4.517 -0.014 0.572
C13 3.919 1.178 -0.004
C14 4.957 2.346 -0.266
H1 8.800 -0.850 2.286
H2 8.941 -1.882 0.811
H3 8.530 -2.607 2.494
H4 6.224 -2.243 2.005
H5 6.628 -0.476 1.873
H6 4.555 -3.401 -0.534
H7 4.309 -2.568 -2.147
H8 2.504 -1.391 0.036
H9 2.132 -1.946 -1.635
H10 2.620 -4.292 0.547
H11 0.090 -3.451 -1.469
H12 0.326 -4.972 -0.533
H13 -1.228 -4.108 0.998
H14 0.260 -3.351 1.662
H15 0.384 -1.017 -0.824
H16 -0.679 1.233 -0.949
H17 -2.816 1.738 0.371
H18 -3.860 -0.156 1.831
H19 -2.787 -2.462 1.955
H20 3.281 0.945 -0.893
H21 3.211 1.574 0.782
H22 5.989 2.021 0.039
H23 4.665 3.312 0.206
H24 5.013 2.459 -1.385
C15 5.082 5.810 3.088
O4 4.175 5.236 4.029
P2 3.123 4.156 3.517
O5 3.039 3.978 2.059
O6 1.763 4.622 4.212
C16 1.253 5.892 3.810
O7 3.521 2.857 4.339
C17 3.092 1.597 3.813
H25 4.743 6.816 2.838
H26 6.068 5.871 3.548
H27 5.162 5.219 2.176
H28 1.413 6.063 2.743
H29 1.743 6.680 4.384
H30 0.183 5.917 4.013
H31 3.812 1.256 3.068
H32 2.102 1.671 3.360
H33 3.055 0.875 4.627
C18 -1.299 -4.736 -4.334
O8 -2.382 -5.091 -3.475
P3 -3.800 -4.405 -3.707
O9 -3.828 -3.299 -4.679
O10 -4.256 -4.008 -2.236
C19 -3.451 -3.034 -1.569
O11 -4.737 -5.639 -4.052
C20 -5.952 -5.358 -4.751
H34 -0.633 -4.056 -3.802
H35 -0.750 -5.641 -4.594
H36 -1.639 -4.261 -5.255
H37 -3.101 -2.267 -2.264
H38 -2.594 -3.524 -1.106
H39 -4.048 -2.557 -0.794
H40 -5.747 -5.309 -5.821
H41 -6.393 -4.418 -4.418
H42 -6.656 -6.166 -4.561
C21 -1.493 1.715 -4.894
O12 -1.892 1.011 -6.067
P4 -3.331 1.310 -6.686
O13 -4.217 2.157 -5.874
O14 -3.897 -0.141 -7.000
C22 -4.122 -0.992 -5.868
O15 -2.983 1.877 -8.130
C23 -3.986 2.659 -8.779
H43 -1.581 1.049 -4.034
H44 -0.450 2.015 -5.005
H45 -2.093 2.608 -4.721
H46 -4.504 -0.422 -5.018
H47 -3.193 -1.480 -5.591
H48 -4.852 -1.749 -6.140
H49 -3.914 3.692 -8.436
H50 -4.985 2.273 -8.573
H51 -3.809 2.629 -9.853
C24 -4.698 1.899 4.437
O16 -4.010 2.437 5.562
P5 -2.639 1.745 5.994
O17 -2.319 0.481 5.314
O18 -2.773 1.636 7.578
C25 -3.813 0.795 8.069
O19 -1.573 2.903 5.799
C26 -0.209 2.490 5.657
H52 -5.542 1.300 4.784
H53 -5.074 2.720 3.827
H54 -4.046 1.283 3.818
H55 -3.929 -0.095 7.446
H56 -4.752 1.350 8.092
H57 -3.559 0.484 9.082
H58 -0.022 2.230 4.615
H59 0.013 1.633 6.296
H60 0.442 3.316 5.937

2.
Below is a molecular structure, C26H60Cl14CrN2O12S2 in a non-equilibrium geometry, with properties calculated with ωB97M-V with the def2-TZVPD basis set.

## Properties
Relative energy (zero: lowest compared OMol25 entry of this formula, charge and spin), kcal per mole: 0.0
Spin multiplicity: 5
E_tot, eV: -280894.62768
HOMO energy (spin up / spin down), eV: -8.334 / -10.118
⟨S²⟩: 6.010
Gap between HOMO and LUMO (spin up / spin down), eV: 8.56 / 10.34

Geometry (Å):
Cr1 0.613 -0.493 0.353
C1 3.652 -0.420 2.069
O1 3.289 0.094 0.793
C2 3.815 1.428 0.404
C3 5.012 1.194 -0.467
N1 4.558 0.456 -1.646
H1 5.360 0.236 -2.220
H2 4.074 -0.442 -1.413
C4 3.572 1.240 -2.426
C5 3.578 0.779 -3.830
O2 4.964 0.823 -4.156
C6 5.374 0.000 -5.198
H3 3.283 -1.431 2.140
H4 3.271 0.190 2.862
H5 4.726 -0.545 2.192
H6 4.071 2.081 1.257
H7 2.951 1.928 -0.042
H8 5.781 0.653 0.062
H9 5.467 2.132 -0.793
H10 3.837 2.293 -2.329
H11 2.568 1.099 -2.043
H12 2.945 1.490 -4.424
H13 3.195 -0.215 -3.986
H14 4.922 -0.987 -5.087
H15 6.459 -0.010 -5.179
H16 5.063 0.340 -6.193
C7 -6.233 0.383 -0.659
O3 -4.977 0.926 -0.351
C8 -4.878 2.285 -0.130
C9 -3.559 2.509 0.500
N2 -3.282 1.514 1.637
H17 -3.428 0.596 1.261
H18 -2.182 1.562 1.908
C10 -3.984 1.672 2.950
C11 -3.735 0.486 3.807
O4 -4.227 -0.577 3.009
C12 -3.762 -1.860 3.397
H19 -6.689 0.684 -1.616
H20 -7.001 0.711 0.099
H21 -6.101 -0.683 -0.622
H22 -5.756 2.641 0.410
H23 -4.904 2.870 -1.082
H24 -3.438 3.506 0.907
H25 -2.731 2.325 -0.170
H26 -5.048 1.696 2.781
H27 -3.710 2.592 3.469
H28 -4.303 0.543 4.791
H29 -2.649 0.368 4.068
H30 -4.003 -1.936 4.436
H31 -2.685 -1.959 3.256
H32 -4.322 -2.680 2.974
S1 1.752 -1.743 -1.769
O5 1.343 -2.444 -2.931
O6 1.262 -2.338 -0.458
O7 3.256 -1.713 -1.655
O8 1.131 -0.349 -1.766
S2 0.231 1.255 2.362
O9 0.125 -0.299 2.348
O10 0.513 1.541 0.900
O11 -1.019 1.879 2.775
O12 1.311 1.680 3.204
Cl1 0.177 1.809 7.382
C13 -0.432 0.507 6.302
C14 0.668 -0.347 5.662
Cl2 1.425 -1.399 6.910
H33 -0.905 1.115 5.524
H34 -1.107 -0.102 6.898
H35 1.442 0.250 5.162
H36 0.303 -0.973 4.818
Cl3 -1.238 -3.535 5.318
C15 0.187 -3.994 4.298
C16 0.106 -3.540 2.893
Cl4 -1.077 -4.486 1.840
H37 0.330 -5.066 4.381
H38 1.048 -3.461 4.815
H39 1.022 -3.783 2.341
H40 -0.128 -2.523 2.832
Cl5 -3.945 -1.392 -2.595
C17 -2.298 -2.108 -2.293
C18 -1.950 -2.548 -0.896
Cl6 -1.851 -1.107 0.139
H41 -1.576 -1.369 -2.569
H42 -2.241 -2.922 -3.050
H43 -0.915 -2.914 -0.978
H44 -2.663 -3.333 -0.493
Cl7 1.909 4.646 -1.537
C19 0.372 4.316 -0.605
C20 0.684 4.423 0.957
Cl8 0.804 6.112 1.494
H45 0.070 3.324 -0.881
H46 -0.453 5.017 -0.937
H47 1.599 3.875 1.150
H48 -0.161 4.109 1.560
Cl9 -1.628 1.541 -2.545
C21 -2.887 2.193 -3.622
C22 -2.813 3.671 -3.936
Cl10 -2.981 4.546 -2.457
H49 -3.839 1.877 -3.145
H50 -2.805 1.672 -4.593
H51 -3.692 3.926 -4.590
H52 -1.934 4.001 -4.479
Cl11 0.248 1.453 -5.827
C23 0.532 -0.069 -5.016
C24 -0.227 -1.264 -5.630
Cl12 -1.987 -1.041 -5.739
H53 0.307 0.033 -3.977
H54 1.590 -0.255 -5.136
H55 -0.059 -2.156 -5.018
H56 0.126 -1.497 -6.677
Cl13 2.191 -6.650 0.986
C25 2.367 -5.172 0.042
C26 3.682 -4.485 0.220
Cl14 3.915 -3.880 1.897
H57 1.532 -4.451 0.179
H58 2.282 -5.455 -0.960
H59 3.612 -3.660 -0.491
H60 4.544 -5.037 -0.067

3.
Below is a molecular structure, C26H60F6Na4O18S2 in a non-equilibrium geometry, with properties calculated with ωB97M-V with the def2-TZVPD basis set.

## Properties
Spin multiplicity: 1
E_tot, eV: -120404.34765
HOMO energy, eV: -10.480
Gap between HOMO and LUMO, eV: 3.23
Charge: +2

Geometry (Å):
Na1 -7.317 0.033 2.954
Na2 -4.750 -7.171 -1.468
Na3 0.684 -5.798 5.078
Na4 -3.154 -2.129 6.204
C1 3.650 0.733 7.579
F1 3.607 1.167 6.377
F2 4.883 0.321 7.833
F3 3.345 1.686 8.440
S1 2.360 -0.792 7.698
O1 2.557 -1.409 9.004
O2 1.038 -0.239 7.532
O3 2.701 -1.763 6.655
C2 -0.554 -0.386 0.650
F4 -1.241 0.551 0.025
F5 0.360 -0.878 -0.184
F6 0.172 0.121 1.662
S2 -1.704 -1.738 1.395
O4 -2.818 -0.960 1.961
O5 -1.979 -2.622 0.252
O6 -1.016 -2.389 2.498
C3 10.411 0.595 -2.115
O7 9.984 0.555 -3.454
C4 8.924 1.409 -3.845
C5 7.614 0.814 -3.576
O8 7.261 0.767 -2.160
C6 6.407 1.852 -1.741
H1 9.543 0.519 -1.460
H2 10.975 1.476 -1.808
H3 11.039 -0.227 -1.770
H4 9.089 1.624 -4.901
H5 9.020 2.363 -3.327
H6 7.621 -0.247 -3.825
H7 6.811 1.250 -4.170
H8 6.156 1.545 -0.725
H9 5.555 2.143 -2.355
H10 7.021 2.749 -1.663
C7 0.254 6.816 3.100
O9 -0.209 6.965 4.430
C8 -0.127 5.707 5.079
C9 -0.694 5.720 6.521
O10 -2.057 6.191 6.473
C10 -3.087 5.240 6.715
H11 0.002 5.845 2.674
H12 1.337 6.710 3.158
H13 -0.098 7.715 2.595
H14 0.906 5.361 5.099
H15 -0.530 4.898 4.470
H16 -0.157 6.470 7.101
H17 -0.647 4.725 6.964
H18 -2.821 4.223 6.426
H19 -4.061 5.374 6.244
H20 -3.184 5.397 7.789
C11 4.896 -6.492 7.489
O11 4.534 -6.791 6.125
C12 5.623 -6.897 5.163
C13 5.982 -5.695 4.165
O12 4.908 -5.560 3.192
C14 5.204 -4.522 2.236
H21 4.064 -6.613 8.182
H22 5.154 -5.439 7.606
H23 5.724 -7.081 7.885
H24 5.269 -7.646 4.455
H25 6.588 -7.117 5.620
H26 6.996 -5.698 3.764
H27 5.929 -4.817 4.810
H28 6.089 -4.717 1.630
H29 5.385 -3.555 2.705
H30 4.428 -4.562 1.472
C15 -7.203 -0.402 -1.774
O13 -8.151 0.278 -0.948
C16 -8.552 1.580 -1.362
C17 -7.392 2.594 -1.238
O14 -6.975 2.442 0.144
C18 -5.882 3.311 0.444
H31 -6.152 -0.178 -1.590
H32 -7.477 -0.235 -2.816
H33 -7.379 -1.475 -1.702
H34 -9.494 1.843 -0.881
H35 -8.861 1.622 -2.407
H36 -7.855 3.564 -1.418
H37 -6.643 2.432 -2.014
H38 -6.239 4.329 0.290
H39 -5.031 3.193 -0.228
H40 -5.383 3.183 1.405
C19 -2.365 4.692 -5.130
O15 -1.939 5.651 -4.227
C20 -2.723 6.799 -4.041
C21 -2.737 7.883 -5.132
O16 -2.850 7.234 -6.452
C22 -3.066 8.095 -7.621
H41 -2.038 4.730 -6.169
H42 -3.449 4.599 -5.061
H43 -2.054 3.694 -4.820
H44 -2.343 7.331 -3.169
H45 -3.771 6.507 -3.980
H46 -1.836 8.495 -5.109
H47 -3.522 8.603 -4.902
H48 -2.350 8.912 -7.711
H49 -4.062 8.535 -7.572
H50 -3.044 7.625 -8.604
C23 -4.245 -8.019 -7.521
O17 -3.980 -9.390 -7.259
C24 -3.788 -9.723 -5.842
C25 -2.410 -9.186 -5.319
O18 -2.573 -7.801 -4.993
C26 -1.421 -6.965 -4.929
H51 -3.676 -7.494 -8.288
H52 -4.173 -7.300 -6.705
H53 -5.281 -7.907 -7.841
H54 -3.831 -10.805 -5.716
H55 -4.597 -9.386 -5.195
H56 -1.624 -9.205 -6.073
H57 -2.069 -9.685 -4.412
H58 -0.731 -7.303 -4.155
H59 -1.721 -5.954 -4.654
H60 -0.913 -7.022 -5.892

4.
Below is 4 unconnected molecules or ions with the total composition C26H61N8O8 in a non-equilibrium geometry, with properties calculated with ωB97M-V with the def2-TZVPD basis set.

## Properties
Relative energy (zero: lowest compared OMol25 entry of this formula, charge and spin), kcal per mole: 0.0
Spin multiplicity: 1
E_tot, eV: -56239.11699
HOMO energy, eV: -10.110
Gap between HOMO and LUMO, eV: 5.15
Charge: +1

Geometry (Å):
C1 -1.590 -0.642 2.337
C2 -0.733 0.578 2.548
N1 0.283 0.520 3.302
C3 -1.116 1.839 1.774
N2 -2.453 2.411 2.118
C4 -2.635 2.994 3.304
N3 -1.812 2.711 4.392
N4 -3.690 3.824 3.495
N5 -3.035 3.139 1.031
C5 -2.037 3.956 0.308
C6 -1.692 5.281 0.907
O1 -1.545 3.558 -0.692
C7 -3.961 2.407 0.218
C8 -4.740 1.332 0.913
O2 -4.111 2.703 -0.930
H1 -2.434 -0.416 1.695
H2 -1.917 -1.014 3.303
H3 -0.975 -1.402 1.861
H4 0.807 1.397 3.333
H5 -1.123 1.558 0.723
H6 -0.326 2.575 1.916
H7 -1.819 1.719 4.620
H8 -0.850 2.985 4.214
H9 -4.425 3.555 4.129
H10 -3.787 4.709 3.029
H11 -2.104 6.069 0.283
H12 -1.984 5.397 1.946
H13 -0.609 5.370 0.854
H14 -4.122 0.642 1.473
H15 -5.364 0.839 0.179
H16 -5.400 1.822 1.632
C9 -2.672 -0.654 -2.782
O3 -4.074 -0.650 -2.921
C10 -4.592 0.655 -3.164
C11 -5.191 0.802 -4.544
N6 -4.161 0.772 -5.572
C12 -4.658 0.665 -6.942
C13 -5.466 -0.568 -7.330
O4 -4.724 -1.770 -7.363
C14 -4.557 -2.424 -6.123
H17 -2.377 -1.634 -2.407
H18 -2.156 -0.478 -3.731
H19 -2.355 0.106 -2.056
H20 -3.825 1.409 -2.984
H21 -5.387 0.810 -2.430
H22 -5.719 1.758 -4.597
H23 -5.933 0.001 -4.669
H24 -3.540 -0.006 -5.393
H25 -3.788 0.705 -7.600
H26 -5.258 1.554 -7.158
H27 -5.813 -0.411 -8.354
H28 -6.366 -0.692 -6.715
H29 -5.425 -2.289 -5.472
H30 -3.655 -2.087 -5.602
H31 -4.439 -3.488 -6.328
C15 4.195 -3.597 -0.630
O5 3.388 -3.372 -1.767
C16 2.039 -3.794 -1.632
C17 1.101 -2.609 -1.571
N7 1.255 -1.871 -0.322
C18 0.578 -0.584 -0.289
C19 0.994 0.491 -1.294
O6 2.283 1.017 -1.080
C20 3.355 0.269 -1.630
H32 5.226 -3.403 -0.920
H33 3.936 -2.927 0.199
H34 4.117 -4.631 -0.285
H35 1.913 -4.441 -0.760
H36 1.794 -4.379 -2.522
H37 0.070 -2.968 -1.645
H38 1.304 -1.986 -2.452
H39 2.240 -1.723 -0.145
H40 0.735 -0.168 0.714
H41 -0.500 -0.762 -0.396
H42 0.309 1.337 -1.160
H43 0.874 0.167 -2.335
H44 3.070 -0.221 -2.563
H45 3.733 -0.478 -0.926
H46 4.165 0.967 -1.837
C21 5.944 -3.070 1.845
O7 5.292 -3.148 3.096
C22 6.146 -2.964 4.219
C23 5.865 -1.652 4.917
N8 6.280 -0.516 4.105
C24 5.826 0.783 4.588
C25 4.328 1.043 4.684
O8 3.658 1.128 3.434
C26 3.286 -0.109 2.851
H47 5.234 -3.406 1.091
H48 6.255 -2.048 1.601
H49 6.820 -3.723 1.812
H50 7.197 -3.036 3.928
H51 5.936 -3.777 4.918
H52 6.413 -1.630 5.863
H53 4.791 -1.631 5.150
H54 5.947 -0.647 3.160
H55 6.247 1.538 3.920
H56 6.266 0.955 5.575
H57 4.203 2.025 5.147
H58 3.819 0.324 5.337
H59 3.014 -0.851 3.604
H60 4.068 -0.509 2.200
H61 2.418 0.085 2.226